No. 1
A structure of composition C33H31InN5O6S5Te. Source: the Open Molecules 2025 dataset; level of theory: ωB97M-V/def2-TZVPD.

The calculation puts the HOMO-LUMO gap at 5.26 eV. Its total energy is -4450.4393 Eh. The calculation puts the energy above the lowest of the compared OMol25 structures with the same formula, charge and spin at 32.8 kcal/mol.

The geometry in ORCA input format:
```
! wB97M-V def2-TZVPD RIJCOSX def2/J DEFGRID3
* xyz -1 1
In -1.05 -1.14 0.56
C -2.25 1.19 -2.21
C -0.80 1.49 -2.06
C -0.34 2.68 -2.65
C 0.98 3.00 -2.52
C 1.88 2.14 -1.88
C 3.25 2.46 -1.72
C 4.12 1.59 -1.07
C 3.59 0.40 -0.51
C 2.26 0.09 -0.69
S 1.73 -1.44 -0.13
C 1.33 0.95 -1.32
N 0.01 0.66 -1.40
H -2.55 1.58 -3.20
H -2.85 1.69 -1.40
H -2.46 0.10 -2.15
H -1.02 3.30 -3.21
H 1.34 3.94 -2.92
H 3.60 3.39 -2.20
H 5.19 1.80 -1.01
H 4.17 -0.31 0.07
C -4.21 1.79 3.51
N -3.44 3.00 3.19
C -4.14 4.25 3.46
C -2.39 2.92 2.33
S -2.50 1.82 1.04
N -1.35 3.74 2.51
C -1.03 4.45 3.75
C -0.31 3.89 1.51
H -4.73 1.99 4.47
H -3.55 0.93 3.61
H -5.00 1.60 2.75
H -5.10 4.30 2.91
H -3.54 5.14 3.19
H -4.38 4.30 4.54
H -1.66 4.14 4.60
H -1.13 5.54 3.54
H 0.02 4.26 4.00
H -0.75 3.76 0.52
H 0.48 3.14 1.66
H 0.10 4.90 1.60
O -0.34 -3.47 -0.35
C 0.47 -3.40 -1.28
N 1.29 -2.30 -1.53
S 2.04 -2.14 -3.12
O 1.26 -1.32 -4.01
O 3.40 -1.72 -2.89
C 1.73 -3.89 -3.25
C 2.39 -4.72 -4.11
C 2.01 -6.07 -4.16
C 0.97 -6.52 -3.33
C 0.31 -5.66 -2.46
C 0.81 -4.37 -2.30
H 3.23 -4.33 -4.69
H 2.54 -6.75 -4.83
H 0.67 -7.57 -3.37
H -0.53 -5.99 -1.85
O 2.76 -0.67 2.09
C 1.73 -0.58 2.77
N 0.43 -0.18 2.38
S -0.59 -0.06 3.65
O -1.70 -0.98 3.34
O -1.03 1.26 4.11
C 0.54 -0.72 4.81
C 0.33 -1.01 6.14
C 1.41 -1.42 6.90
C 2.68 -1.51 6.29
C 2.87 -1.23 4.96
C 1.76 -0.83 4.21
H -0.69 -0.95 6.52
H 1.25 -1.68 7.96
H 3.55 -1.80 6.90
H 3.82 -1.33 4.44
Te -1.82 -2.59 -2.96
C -1.53 -1.82 -4.85
C -1.41 -2.64 -5.97
C -1.31 -1.93 -7.19
C -1.37 -0.58 -6.98
S -1.50 -0.14 -5.30
H -1.42 -3.73 -5.90
H -1.25 -2.35 -8.18
H -1.27 0.24 -7.66
*
```



No. 2
A structure of composition C33H32BNO9PS3Tc. Source: the Open Molecules 2025 dataset; level of theory: ωB97M-V/def2-TZVPD.

The calculation puts the HOMO-LUMO gap (alpha / beta) at 4.32 / 6.99 eV. Its total energy is -3650.4720 Eh. The calculation puts the energy above the lowest of the compared OMol25 structures with the same formula, charge and spin at 3.5 kcal/mol.

The geometry in ORCA input format:
```
! wB97M-V def2-TZVPD RIJCOSX def2/J DEFGRID3
* xyz -1 4
Tc -0.46 -1.07 0.17
S -2.83 -2.63 -3.31
C -3.53 -3.37 -1.91
C -2.90 -2.98 -0.77
C -1.82 -2.06 -1.00
C -1.68 -1.78 -2.35
C -0.68 -0.87 -2.79
C -0.43 -0.44 -4.11
C 0.54 0.48 -4.37
C 1.29 1.01 -3.27
C 1.02 0.57 -2.01
N 0.07 -0.37 -1.73
H -4.35 -4.07 -2.01
H -3.18 -3.34 0.21
H -1.03 -0.86 -4.91
H 0.73 0.81 -5.38
H 2.06 1.75 -3.42
H 1.56 0.95 -1.16
O -0.07 -4.42 1.31
S 0.46 -3.22 1.87
O 1.32 -3.31 3.00
O -0.58 -2.14 1.97
O 1.33 -2.57 0.59
O 2.18 1.92 2.42
S 1.09 0.97 2.40
O 1.03 0.02 3.47
O 1.02 0.33 1.04
C -0.40 1.96 2.58
C -0.27 2.95 3.56
C -1.34 3.74 3.91
C -2.57 3.56 3.29
C -2.70 2.60 2.31
C -1.63 1.79 1.93
P -1.92 0.68 0.49
C -3.63 0.14 0.78
C -3.79 -0.85 1.76
C -5.06 -1.32 2.07
C -6.17 -0.83 1.40
C -6.01 0.15 0.43
C -4.75 0.64 0.12
C -1.97 1.88 -0.88
C -2.48 1.45 -2.11
C -2.39 2.27 -3.23
C -1.78 3.51 -3.13
C -1.26 3.94 -1.92
C -1.35 3.12 -0.79
H 0.69 3.08 4.03
H -1.22 4.51 4.67
H -3.42 4.17 3.56
H -3.65 2.47 1.81
H -2.92 -1.25 2.25
H -5.17 -2.09 2.82
H -7.16 -1.21 1.63
H -6.88 0.53 -0.10
H -4.64 1.42 -0.62
H -2.92 0.47 -2.20
H -2.77 1.92 -4.18
H -1.69 4.14 -4.01
H -0.77 4.90 -1.84
H -0.93 3.46 0.15
C 4.91 0.00 -1.07
C 4.48 -1.33 -0.47
C 5.06 -2.48 -1.28
O 3.05 -1.43 -0.57
B 2.63 -2.05 0.57
O 3.58 -2.20 1.53
C 4.74 -1.46 1.07
C 4.73 -0.11 1.79
C 5.98 -2.24 1.45
H 4.72 -0.02 -2.15
H 5.97 0.17 -0.91
H 4.34 0.82 -0.64
H 4.64 -2.44 -2.28
H 4.80 -3.44 -0.84
H 6.15 -2.41 -1.35
H 3.79 0.43 1.62
H 5.56 0.51 1.46
H 4.82 -0.28 2.86
H 5.99 -3.24 1.01
H 6.00 -2.35 2.54
H 6.87 -1.70 1.14
*
```



No. 3
A structure of composition C33H32Cl3N6O3STl. Source: the Open Molecules 2025 dataset; level of theory: ωB97M-V/def2-TZVPD.

The calculation puts the HOMO-LUMO gap (alpha / beta) at 5.17 / 3.19 eV. Its total energy is -3781.5990 Eh. The calculation puts the energy above the lowest of the compared OMol25 structures with the same formula, charge and spin at 0.0 kcal/mol.

The geometry in ORCA input format:
```
! wB97M-V def2-TZVPD RIJCOSX def2/J DEFGRID3
* xyz 2 1
Tl 0.56 2.76 -0.23
Cl 7.15 7.40 -0.83
C 5.89 6.42 -0.24
C 6.18 5.08 0.07
C 5.16 4.18 0.37
Cl 5.59 2.56 0.64
C 3.78 4.58 0.35
O 2.91 3.65 0.30
C 3.49 6.01 0.22
C 2.08 6.38 0.28
O 1.15 5.61 -0.07
C 4.56 6.87 -0.14
H 7.19 4.72 -0.01
H 1.83 7.41 0.70
H 4.35 7.91 -0.38
N -4.66 2.97 2.24
C -5.13 2.91 0.93
C -6.38 2.83 0.38
C -6.50 2.64 -1.01
C -5.34 2.61 -1.84
C -4.04 2.70 -1.31
C -3.96 2.86 0.09
N -2.82 2.87 0.94
C -3.27 2.92 2.21
C -2.48 3.08 3.43
C -2.88 3.30 4.74
S -1.54 3.64 5.77
C -0.47 3.36 4.37
N -1.10 3.04 3.27
H -5.22 3.08 3.06
H -7.28 2.87 1.01
H -7.50 2.55 -1.44
H -5.50 2.55 -2.93
H -3.11 2.67 -1.89
H -3.90 3.39 5.07
H 0.60 3.25 4.40
C 0.29 -4.95 -4.18
C -0.52 -4.56 -2.90
C -1.62 -5.57 -2.56
C -1.22 -3.23 -3.10
C 0.51 -4.46 -1.65
O 1.14 -5.76 -1.51
C -0.24 -4.10 -0.31
C 0.40 -4.44 1.02
C 0.72 -3.32 1.98
C 2.04 -3.19 2.38
C 2.36 -2.29 3.39
C 1.40 -1.50 3.98
Cl 1.82 -0.39 5.22
C 0.09 -1.56 3.52
C -0.23 -2.42 2.50
C 1.74 -3.50 -1.81
N 1.55 -2.09 -2.25
C 1.47 -0.97 -1.46
N 1.71 0.12 -2.23
C 1.93 -0.39 -3.45
N 1.79 -1.71 -3.54
H -0.45 -5.17 -4.98
H 0.82 -5.89 -3.94
H 0.95 -4.15 -4.50
H -2.21 -5.81 -3.46
H -2.37 -5.12 -1.88
H -1.23 -6.51 -2.17
H -1.98 -3.35 -3.90
H -0.55 -2.40 -3.38
H -1.73 -2.99 -2.20
H 0.58 -6.30 -0.92
H -1.24 -4.59 -0.36
H -0.45 -3.01 -0.35
H 1.31 -5.01 0.93
H -0.26 -5.17 1.58
H 2.81 -3.85 2.01
H 3.38 -2.22 3.80
H -0.69 -1.06 4.08
H -1.31 -2.52 2.25
H 2.41 -4.04 -2.53
H 2.31 -3.52 -0.85
H 1.31 -0.90 -0.41
H 2.07 0.23 -4.35
*
```



No. 4
A structure of composition C33H32ClCsN8O4S2. Source: the Open Molecules 2025 dataset; level of theory: ωB97M-V/def2-TZVPD.

The calculation puts the HOMO-LUMO gap at 8.17 eV. Its total energy is -3292.5092 Eh. The calculation puts the energy above the lowest of the compared OMol25 structures with the same formula, charge and spin at 0.0 kcal/mol.

The geometry in ORCA input format:
```
! wB97M-V def2-TZVPD RIJCOSX def2/J DEFGRID3
* xyz 0 1
Cs -0.81 -0.11 -3.02
C 1.68 3.83 -2.32
C 0.20 3.54 -2.39
C -0.57 3.51 -1.23
C -1.94 3.27 -1.28
C -2.79 3.35 -0.04
C -2.52 3.01 -2.51
C -1.78 3.05 -3.69
C -2.44 2.78 -5.01
C -0.42 3.32 -3.61
H 2.09 3.53 -1.36
H 1.87 4.90 -2.44
H 2.22 3.31 -3.11
H -0.10 3.70 -0.27
H -2.19 3.29 0.87
H -3.53 2.55 -0.01
H -3.33 4.30 -0.02
H -3.58 2.78 -2.56
H -1.75 2.33 -5.72
H -2.81 3.71 -5.46
H -3.29 2.11 -4.90
H 0.17 3.33 -4.52
O -6.04 -3.67 -0.85
C -5.81 -2.99 0.25
O -6.60 -2.95 1.17
C -4.50 -2.26 0.35
C -4.06 -1.64 1.50
Cl -4.83 -1.42 3.00
N -2.84 -1.10 1.24
N -2.49 -1.31 -0.05
C -3.47 -2.00 -0.59
C -3.37 -2.41 -2.05
O -4.17 -3.26 -2.47
O -2.46 -1.84 -2.69
C -1.97 -0.40 2.11
C -1.73 -0.85 3.41
C -0.88 -0.14 4.23
C -0.25 1.00 3.77
C -0.46 1.43 2.47
C -1.32 0.73 1.64
H -5.26 -3.59 -1.52
H -2.22 -1.75 3.75
H -0.70 -0.49 5.24
H 0.41 1.56 4.42
H 0.05 2.31 2.10
H -1.48 1.04 0.61
C 3.45 -4.73 -2.17
C 3.06 -4.04 -3.42
N 3.33 -4.43 -4.62
N 2.75 -3.48 -5.43
C 2.13 -2.50 -4.76
S 1.30 -1.19 -5.35
N 2.33 -2.86 -3.44
N 1.86 -2.12 -2.38
H 4.03 -5.61 -2.43
H 2.57 -5.04 -1.61
H 4.06 -4.08 -1.54
H 2.80 -3.56 -6.43
H 1.14 -2.62 -1.87
H 2.62 -1.86 -1.75
S 3.90 -1.15 3.74
C 2.87 -0.89 2.31
C 1.73 -1.65 2.13
C 0.98 -1.48 0.98
N 1.30 -0.61 0.02
C 2.38 0.13 0.21
C 3.21 0.02 1.32
C 3.40 0.25 4.73
C 3.80 1.54 4.44
C 3.37 2.57 5.27
N 2.61 2.39 6.34
C 2.25 1.14 6.62
C 2.61 0.04 5.86
H 1.42 -2.37 2.88
H 0.07 -2.05 0.81
H 2.63 0.84 -0.58
H 4.10 0.63 1.40
H 4.44 1.76 3.60
H 3.67 3.59 5.06
H 1.63 1.01 7.50
H 2.28 -0.95 6.12
*
```



No. 5
A structure of composition C33H32F5HoN2OSTe. Source: the Open Molecules 2025 dataset; level of theory: ωB97M-V/def2-TZVPD.

The calculation puts the HOMO-LUMO gap (alpha / beta) at 6.99 / 6.87 eV. Its total energy is -3575.1029 Eh.

The geometry in ORCA input format:
```
! wB97M-V def2-TZVPD RIJCOSX def2/J DEFGRID3
* xyz -1 6
Ho 0.12 0.62 -0.79
F -1.52 -2.92 5.09
C -1.54 -2.63 3.77
C -1.08 -1.40 3.32
F -0.62 -0.48 4.18
C -1.10 -1.14 1.96
F -0.64 0.09 1.52
C -1.56 -2.04 0.99
S -1.56 -1.65 -0.67
C -2.03 -3.27 1.50
F -2.49 -4.21 0.65
C -2.02 -3.56 2.85
F -2.47 -4.74 3.29
C 4.35 -0.85 -0.39
C 2.96 -0.88 0.28
C 2.37 -2.32 0.16
C 3.11 -0.57 1.80
N 2.12 0.06 -0.32
H 5.05 -1.53 0.10
H 4.74 0.16 -0.35
H 4.25 -1.14 -1.44
H 3.01 -3.05 0.65
H 2.28 -2.59 -0.89
H 1.38 -2.35 0.61
H 3.69 -1.34 2.30
H 2.13 -0.51 2.25
H 3.61 0.39 1.93
C -3.01 6.80 6.20
C -2.69 5.97 4.99
C -3.44 6.08 3.83
C -3.14 5.32 2.71
C -3.98 5.48 1.48
C -2.07 4.41 2.73
Te -1.58 3.27 0.87
N -0.59 2.57 -1.22
C -1.03 2.10 -2.32
O -0.68 0.91 -2.73
C -1.87 2.94 -3.23
C -2.79 3.85 -2.73
C -3.48 4.68 -3.60
C -3.24 4.63 -4.96
C -2.32 3.72 -5.46
C -1.65 2.87 -4.60
C 0.42 3.96 0.81
C 1.43 3.02 0.95
C 2.75 3.34 0.65
C 3.06 4.61 0.21
C 2.05 5.56 0.07
C 0.73 5.24 0.35
C -0.36 6.24 0.13
C -1.34 4.28 3.91
C -0.21 3.30 4.01
C -1.65 5.05 5.02
H -3.79 7.52 5.98
H -2.12 7.35 6.53
H -3.33 6.17 7.03
H -4.26 6.79 3.79
H -4.63 6.35 1.56
H -4.59 4.59 1.32
H -3.34 5.60 0.60
H -2.97 3.91 -1.66
H -4.21 5.37 -3.19
H -3.77 5.30 -5.63
H -2.13 3.66 -6.52
H -0.93 2.16 -4.97
H 1.21 2.02 1.33
H 3.52 2.59 0.76
H 4.08 4.87 -0.05
H 2.30 6.55 -0.30
H 0.02 7.15 -0.33
H -0.83 6.49 1.08
H -1.11 5.80 -0.51
H -0.37 2.47 3.32
H -0.12 2.91 5.02
H 0.73 3.78 3.74
H -1.07 4.95 5.93
*
```



No. 6
A structure of composition C33H32F6N2O7PSScTe. Source: the Open Molecules 2025 dataset; level of theory: ωB97M-V/def2-TZVPD.

The calculation puts the HOMO-LUMO gap at 5.30 eV. Its total energy is -4280.6622 Eh. The calculation puts the energy above the lowest of the compared OMol25 structures with the same formula, charge and spin at 170.4 kcal/mol.

The geometry in ORCA input format:
```
! wB97M-V def2-TZVPD RIJCOSX def2/J DEFGRID3
* xyz -2 1
Sc -1.14 1.70 -0.67
C -0.64 -2.79 6.09
C -1.34 -3.33 5.03
C -1.25 -2.75 3.76
C -0.46 -1.63 3.56
C 0.26 -1.09 4.64
C 0.16 -1.66 5.89
P -0.41 -0.77 1.98
C -1.46 -1.78 0.84
C -1.04 -2.91 0.14
C -1.91 -3.54 -0.73
C -3.19 -3.04 -0.94
C -3.61 -1.90 -0.26
C -2.74 -1.28 0.63
C 1.24 -1.04 1.27
C 1.98 -2.03 1.85
C 3.25 -2.40 1.34
C 3.73 -1.75 0.24
C 2.99 -0.72 -0.39
C 3.52 -0.10 -1.55
C 2.81 0.90 -2.16
C 1.55 1.27 -1.64
C 0.95 0.67 -0.56
C 1.71 -0.34 0.11
H -0.71 -3.24 7.07
H -1.96 -4.21 5.17
H -1.81 -3.18 2.94
H 0.87 -0.21 4.47
H 0.71 -1.23 6.72
H -0.03 -3.27 0.27
H -1.57 -4.42 -1.28
H -3.85 -3.52 -1.65
H -4.58 -1.47 -0.46
H -3.05 -0.36 1.13
H 1.61 -2.56 2.72
H 3.81 -3.19 1.81
H 4.69 -2.02 -0.19
H 4.45 -0.45 -1.97
H 3.19 1.35 -3.07
H 1.03 2.06 -2.18
F -5.39 3.94 -2.51
Te -4.43 2.60 -1.64
F -5.82 1.42 -2.09
F -3.79 2.27 -3.37
F -3.39 4.03 -1.02
F -5.54 2.98 -0.18
O -3.39 1.36 -0.84
N -1.48 -0.10 -2.32
C -0.42 -0.44 -3.22
C -0.14 0.39 -4.30
C 0.97 0.14 -5.10
C 1.80 -0.94 -4.83
C 1.50 -1.77 -3.76
C 0.40 -1.53 -2.96
S 3.31 -1.19 -5.77
O 3.40 -2.63 -5.97
O 3.13 -0.42 -6.99
O 4.36 -0.66 -4.89
H -2.21 0.42 -2.79
H -1.89 -0.92 -1.89
H -0.76 1.26 -4.47
H 1.22 0.78 -5.94
H 2.16 -2.61 -3.56
H 0.19 -2.16 -2.11
C 2.64 4.71 0.13
N 2.02 3.84 1.10
C 2.77 3.46 2.27
C 0.81 3.31 0.90
O 0.12 3.54 -0.10
H 2.81 5.70 0.56
H 1.99 4.78 -0.74
H 3.61 4.29 -0.17
H 3.01 4.34 2.88
H 3.71 2.98 1.98
H 2.19 2.76 2.87
H 0.49 2.59 1.67
C -2.88 0.91 3.55
O -1.48 1.10 3.58
C -0.83 0.88 2.35
O -1.40 1.56 1.32
H -3.29 1.32 4.48
H -3.13 -0.16 3.49
H -3.32 1.43 2.70
F -1.44 2.69 -2.28
*
```